# C14H31ClNO14P2S

5 unconnected molecules or ions with the total composition C14H31ClNO14P2S in a non-equilibrium geometry (ωB97M-V/def2-TZVPD, the Open Molecules 2025 dataset).

```
64
Properties=species:S:1:pos:R:3:forces:R:3
O 1.14295 5.70498 16.52642 1.51 -1.32 -1.30
H 2.43314 1.45184 21.89182 -0.50 0.01 -0.36
O -1.80879 -7.69340 17.11071 0.62 0.28 0.52
C 3.14450 0.50917 12.09725 0.44 1.29 0.46
H 0.82823 -4.22013 18.49672 0.16 -0.18 -0.77
P 1.99471 4.57178 15.67563 0.99 -0.92 -0.43
H 2.46128 0.71615 19.18515 0.26 -0.26 -0.06
O 4.66697 1.18289 8.56293 0.23 -0.91 0.78
C -1.06301 -5.14743 18.98534 -1.26 0.15 0.97
O -1.82518 -5.93329 15.35018 0.41 -0.88 1.14
H 3.15765 1.50360 12.54340 -0.27 -0.31 0.91
H 4.58809 3.20679 9.19096 0.80 -0.23 0.38
H 2.62452 1.86478 15.95400 0.76 -1.22 -0.02
C 2.66437 0.12847 20.06821 -0.20 -0.72 1.55
C -0.39923 3.29553 15.63857 0.73 0.41 -0.81
Cl 1.90883 -1.71745 15.65467 -0.52 -2.70 0.76
O 2.14355 -1.67060 17.07439 0.22 1.05 0.98
C 3.33806 2.47323 16.50965 0.33 -2.39 -2.25
O 2.80589 -2.65719 15.10165 2.50 -0.53 -1.15
H 5.59366 2.92143 7.72958 -0.21 -0.33 -0.01
H 4.14168 2.70727 15.81143 0.06 0.53 0.01
O 0.63581 -2.34327 15.45126 -1.82 1.10 -0.13
H 2.78000 -0.81152 23.21966 -0.21 0.14 0.07
O 2.52773 3.51532 16.85812 -1.66 4.55 0.38
H 1.48047 6.92412 18.22280 -0.52 -0.02 -0.46
H 0.91675 -6.62409 16.69184 0.13 0.30 0.19
H -1.29663 -4.36983 19.71257 0.68 0.91 -0.43
H 3.75001 2.90365 7.83149 0.24 -0.52 -0.90
C 0.36594 -5.20178 18.39300 -0.68 -2.03 1.57
H -1.36901 -5.94154 19.66642 0.68 -1.02 -0.47
C 0.23789 -5.82517 16.99013 0.27 1.23 0.15
C 1.50904 5.88967 17.88047 0.25 -0.86 1.49
C 5.62131 -1.62694 11.17937 0.30 -0.72 0.95
H 2.15743 0.06004 12.20718 0.30 -0.19 -0.11
C 4.70225 2.61984 8.27962 -0.95 -0.21 1.33
H 2.48631 5.50956 18.17802 0.37 0.16 -0.72
O 3.11275 5.06705 14.77981 -2.84 -1.04 1.86
C 2.71238 -0.70591 22.14696 1.02 -0.86 1.17
H 6.47081 -2.25228 10.90477 -0.18 -0.03 -0.49
C 2.48528 0.47495 21.43424 0.60 -0.65 -2.05
H 0.93659 -5.94473 18.95021 0.19 0.43 0.58
H -0.31344 2.21301 15.54423 -0.95 0.07 0.27
H 0.36908 -4.88600 16.45270 -0.18 -0.63 -1.47
S -1.45179 -6.35453 16.70566 -1.32 2.95 -1.98
H -0.50472 3.64950 16.66409 0.54 -0.17 0.08
H 3.45412 -2.71802 21.56196 -0.15 0.06 -0.28
O 0.81321 3.69778 14.93937 1.90 1.97 1.03
H -3.06448 -5.45917 18.23468 -0.08 0.11 -0.19
C -2.10841 -5.08649 17.86707 0.37 -1.04 0.91
C 3.10477 -1.72695 21.31269 -0.70 1.02 -0.88
O 5.92490 1.40628 10.77108 0.81 -0.57 0.29
H 0.87825 5.20713 18.44999 -0.47 0.55 0.40
O 2.05334 -0.43919 15.04881 -0.31 1.01 -0.24
O 5.02716 -0.99524 10.04985 0.38 1.64 -0.94
H 3.95732 -0.06856 12.53729 -0.36 -0.23 0.10
N 3.00454 -1.23029 20.01998 0.15 0.96 0.89
H 3.28163 -1.74614 19.19705 -0.40 0.30 -0.20
H 3.80394 1.91311 17.32041 -0.54 0.39 0.44
P 4.91784 0.61161 10.07453 -3.24 1.77 0.36
H 6.01868 -0.95564 11.94066 -0.23 0.42 -0.24
H -2.19474 -4.05737 17.51841 0.07 -0.41 -0.86
H 4.85302 -2.24344 11.64603 0.06 -0.03 -0.04
H -1.16592 3.82114 15.06934 -0.41 -0.75 0.00
O 3.40719 0.86144 10.74779 1.83 -0.87 -2.73
```
Positions in Å, forces in eV/Å.

Calculated values
Lowest unoccupied orbital energy ... 2.5 eV
Energy above the lowest of the compared OMol25 structures with the same formula, charge and spin ... 214.1 kJ/mol
Total charge ... -1
HOMO level ... -6.07 eV
Electronic energy ... -87107.5074 eV

=====

# C42H85F9O21

8 unconnected molecules or ions with the total composition C42H85F9O21 in a non-equilibrium geometry (ωB97M-V/def2-TZVPD, the Open Molecules 2025 dataset).

```
157
Properties=species:S:1:pos:R:3:forces:R:3
H 1.55718 -5.71106 -5.10535 -0.48 0.37 1.01
H -0.20890 -6.30315 -4.86572 -0.14 0.83 -0.19
H -1.76519 -2.97889 11.60463 -0.43 0.75 0.83
O 0.11759 -2.11864 0.78044 -0.30 3.30 2.03
H -1.08450 -3.57699 -0.82491 -0.52 -0.38 -1.03
C 4.84205 4.82610 1.63724 1.37 0.99 -1.04
C 5.07093 -0.80038 -1.57051 1.17 0.33 -0.02
H 8.14618 -5.28174 -5.37425 -0.16 0.35 0.13
H 1.49302 -1.64401 5.88638 0.34 0.21 -0.28
C 6.34416 -1.03379 -3.55439 0.33 -0.51 -1.14
O 3.80100 4.19404 2.28879 -1.81 -2.31 2.40
H -2.14680 2.34393 -0.80444 0.12 -0.08 0.23
H 2.68508 -2.17967 -4.84728 -0.28 -0.46 -0.17
O 0.34512 5.22574 -2.21924 0.30 -0.53 2.27
H -1.00243 -5.38196 -6.96823 0.22 -0.01 0.69
H -1.76238 2.02135 4.24422 0.15 -0.49 -0.16
H 3.84036 6.06650 0.26341 -0.83 -0.40 -0.07
C 1.70790 -2.71254 5.89957 0.51 -0.85 0.39
O 4.99299 2.26998 2.63824 -3.57 1.32 0.36
H 5.94887 -1.06651 -0.98189 0.10 -0.14 0.31
H 2.61799 -3.00745 2.78749 -0.18 -1.07 0.10
C -5.66408 5.82397 7.10891 0.87 -2.11 -0.04
O -6.58014 4.95481 6.38186 -0.08 0.92 0.21
H 2.67610 0.97254 -1.54975 0.18 -0.06 -0.12
C -0.41825 -2.96708 -1.43501 1.25 0.70 1.75
F 1.61656 2.60726 2.49545 -1.88 0.47 -1.34
O 2.51428 -3.19309 4.83795 -0.34 0.70 -0.06
C 0.70876 -2.73240 -0.31782 -0.37 -0.84 -3.80
O -0.15735 -3.10808 7.19389 -0.82 -0.38 1.24
F 0.43370 4.81199 1.30451 0.47 1.74 -1.20
C 0.77274 -6.43670 -5.32031 1.04 -0.75 1.32
C 1.90603 -1.67951 -5.42261 -2.00 0.46 -1.04
H 2.24246 -2.95649 6.81763 0.05 0.17 0.05
H 0.00469 -3.35401 -2.36211 -0.15 -0.59 0.31
H -0.48971 2.22697 5.42159 0.26 0.75 -0.11
H -4.61258 -1.06944 -2.97269 0.87 0.06 -0.46
H 6.44986 -0.01325 -3.92240 -1.58 0.63 -0.12
H -0.08030 -2.60618 11.88932 0.30 -0.03 -0.56
H -6.45076 3.21304 7.58676 -0.01 0.14 0.28
O -4.19855 6.22831 5.14343 1.29 -0.98 -1.31
H 0.54096 -4.53571 5.88459 0.20 -0.13 -0.19
H -3.20311 -0.10226 -1.50983 0.91 0.58 -0.19
O -6.16030 -0.00597 -2.41759 -0.98 0.21 0.15
H 4.97860 -2.23160 -7.68366 -0.60 -0.08 0.31
H 5.03945 5.83850 1.98965 -0.38 -0.16 1.09
H 1.08889 -3.72256 -0.06647 -0.46 0.03 0.81
H -2.55733 -3.70069 9.36793 -0.63 0.35 -0.54
C -4.79380 -0.00634 -2.81430 -2.37 -0.75 -1.05
H 1.59418 -2.31597 -0.79816 -0.09 1.20 0.51
H -0.58228 -4.90853 7.95882 -0.55 -0.51 0.04
O -0.71275 -3.37919 10.04199 1.62 -0.33 -1.67
H 5.20818 5.35963 -0.36282 0.22 -0.32 -0.28
H -8.78445 -0.09642 -1.99730 0.32 -0.22 -0.12
H 2.44649 3.46510 -2.61358 0.55 0.05 0.38
F 0.87381 6.83906 0.24835 -0.90 -2.14 0.54
C 6.58985 -1.93859 -4.77101 -0.75 -0.24 -1.00
C 0.45256 -0.24345 -4.14451 -0.28 -0.26 -0.56
H 0.51660 0.43436 -4.99572 -0.41 0.36 0.01
C 0.64903 4.87508 -1.09203 0.99 -0.79 -1.88
H -0.90754 -2.03800 -1.72743 0.02 0.13 0.32
O 0.94954 -3.53838 -6.56074 1.53 1.08 -0.60
C -3.95119 0.63316 -1.80586 -0.69 0.39 1.33
C 0.41122 -3.45664 5.96752 -1.42 0.21 0.17
C 4.34609 5.10099 0.25200 1.04 0.73 -1.26
F -1.14269 -1.47451 2.84727 -0.34 -0.24 0.66
H 2.19471 1.61505 -0.02309 -0.27 0.71 -0.17
H -2.18530 2.42993 5.81062 -0.13 1.03 0.51
H -8.89770 1.52479 -5.20588 0.58 -0.50 -0.35
H -3.29781 4.10802 3.77584 -0.26 0.04 0.34
H 2.41082 -1.59160 3.48964 -0.37 0.72 0.87
C 1.50660 -2.21716 -6.83610 -0.51 -0.76 3.28
H 1.73399 -4.57751 -8.23138 0.57 -0.24 0.51
F -1.11863 5.82995 0.21193 1.35 0.22 -0.33
H -8.10743 3.98591 7.48896 0.23 0.23 0.50
H -2.20913 6.27956 5.81311 0.08 0.11 -0.15
H -0.50593 -0.17536 -3.62995 -0.21 -0.14 -0.40
H 7.36786 -1.51341 -5.40505 0.87 0.02 0.61
H 0.68971 -1.56951 -7.15443 0.01 0.03 -0.36
O 6.18179 -4.78987 -5.70213 -1.36 0.04 -0.47
O 5.47738 -1.92998 -5.68927 -1.21 0.17 -0.16
H 4.19002 -1.07322 -0.98943 -0.15 -0.21 -0.57
H 5.12963 0.28206 -1.68442 -0.32 0.22 0.00
C 1.89153 2.94537 -1.83256 -1.07 -0.85 0.51
H -1.41244 1.27212 -1.97901 -0.56 -0.38 -0.54
H 1.06516 -7.40244 -4.90809 0.40 -0.09 0.07
H 7.83892 -4.29848 -6.84720 0.29 0.11 0.09
C -0.15531 -0.73983 0.86456 -0.77 0.05 -4.08
C -2.51911 4.70908 4.24537 1.22 1.36 0.68
H -1.69979 -2.25625 8.55215 -0.54 0.33 0.57
C -7.07131 -0.18430 -3.47179 -2.33 -0.15 0.61
C 2.57005 2.33132 3.30113 2.11 0.97 1.34
C -1.42509 2.65672 5.06314 -0.97 -0.75 -1.46
O -0.02471 0.11138 -0.02911 0.33 -2.70 2.63
H -1.08148 -1.50477 10.83488 0.14 0.19 0.22
F 2.30442 2.84525 4.52463 0.18 0.47 -0.41
C 2.61316 1.90403 -0.98719 1.13 -0.51 -1.76
C 5.58554 -2.70139 -6.90969 0.62 0.14 1.39
H -3.17539 4.85874 6.28737 0.07 0.09 0.43
H -4.79939 0.61099 -3.71262 0.77 -0.35 -0.41
H 6.58915 -2.52212 -7.29536 0.42 -0.64 -0.04
F 2.65436 1.04382 3.49060 0.29 -1.45 -0.29
H 2.31504 -0.71048 -5.70860 -0.12 0.56 0.67
C 0.22619 5.61047 0.20941 -0.94 -0.05 0.59
H 3.62290 2.31036 -0.92869 0.20 -0.49 0.68
H 0.99956 -2.68373 3.46418 0.01 -0.13 0.11
C -1.64951 -3.27258 8.94285 0.62 -0.73 0.95
H 5.06246 -4.77230 -7.50797 0.26 -0.03 -0.24
C 3.92147 2.89540 2.70918 3.68 0.21 -0.52
H 5.81245 4.33970 1.73641 -0.36 -0.64 -0.22
H 3.78967 4.29748 -0.23056 0.00 0.26 0.27
H 0.27769 -3.75120 -8.47067 -0.51 0.21 -0.19
C 5.18266 -4.16743 -6.60920 2.00 0.52 -0.32
H -4.95722 5.13232 7.56725 0.48 -0.18 0.10
C -8.49126 0.31075 -2.96496 0.87 0.41 -1.09
C -0.88119 -2.52755 11.15414 -1.65 -0.88 -0.60
C -9.79617 1.09318 -4.76479 0.66 0.42 -0.45
C -2.14148 2.07370 -1.86040 -1.60 2.14 -0.08
H -1.88670 2.97659 -2.41537 0.63 -0.13 0.03
O 1.46112 3.81347 -0.79538 -1.84 2.64 0.24
H -10.43522 0.79527 -5.59602 -0.17 -0.10 0.35
O 0.61428 -1.57405 -4.66221 2.28 0.83 0.08
O 5.17356 -1.43146 -2.83431 0.57 0.42 -0.45
F -2.21042 0.14542 1.91668 1.31 -0.11 -0.30
H -7.32518 -1.19287 -3.79804 0.83 -0.76 0.36
C 2.07217 -2.61581 3.64586 0.78 0.39 -1.60
C -7.16550 3.77283 6.98352 0.50 0.98 -0.88
H -7.45166 3.14757 6.13779 0.20 -0.02 -0.08
O -1.31805 3.95217 4.46533 -0.12 0.18 1.42
H -0.21451 -6.10460 -8.33492 -0.02 0.13 -0.18
H 2.37380 -2.10311 -7.48654 0.00 -0.80 -0.34
C -1.16433 -4.02627 7.69245 1.90 1.26 1.33
H -6.80014 0.31004 -4.40463 0.23 0.58 0.11
H -6.03391 6.33953 7.99521 -0.84 0.41 -0.32
H 4.18131 -4.07849 -6.18790 0.34 -0.50 0.84
H 7.28839 -0.98594 -3.01195 0.03 -1.07 0.97
H 1.16101 0.14744 -3.41416 0.68 -0.67 0.15
C -0.02064 -5.61063 -7.38282 2.14 0.24 -1.14
C -0.98028 -0.37096 2.13465 0.55 -0.74 0.08
H -5.61418 7.44795 5.74756 0.14 0.33 -0.02
H -8.37824 1.39157 -2.88046 -0.37 0.18 0.29
C 0.81765 -4.30914 -7.70565 -1.89 -1.33 -0.45
O -3.55248 1.90936 -2.27022 3.14 -1.43 0.29
C 7.47696 -5.11128 -6.21757 -0.54 0.46 -0.29
H -10.15005 1.99737 -4.26950 -0.85 -0.31 0.56
O -9.52438 -0.00835 -3.91826 0.49 0.65 0.32
H 1.03170 2.54615 -2.37053 -0.32 -0.08 0.22
H 7.55382 -6.02109 -6.81292 -0.63 -0.21 -0.16
H -4.50596 0.84285 -0.89134 -0.42 -0.46 0.16
F -0.22898 0.48290 2.83577 -0.47 0.21 -0.02
C -4.86431 6.79078 6.18792 -2.13 0.06 1.07
C -2.98350 5.58173 5.49455 -0.53 -2.13 -0.91
H -1.97991 -4.22968 6.99852 0.01 0.09 -0.16
H -0.37510 -3.08964 5.30790 0.44 -0.36 -1.25
H -2.16160 5.47142 3.55318 -0.31 -0.20 -0.49
H -4.17379 7.36006 6.81018 -0.08 0.24 0.36
H 6.79397 -2.98009 -4.52257 0.18 0.18 0.33
O 0.79286 -6.57821 -6.68087 -1.90 0.40 -2.05
```
Positions in Å, forces in eV/Å.

Calculated values
SMILES ... CCOC(=O)C(F)(F)F.CCOC(=O)C(F)(F)F.CCOC(=O)C(F)(F)F.COCCOCCOC.COCCOCCOC.COCCOCCOC.COCCOCCOC.COCCOCCOC
Lowest unoccupied orbital energy ... 0.2 eV
Energy above the lowest of the compared OMol25 structures with the same formula, charge and spin ... 587.4 kJ/mol
HOMO level ... -9.36 eV
Electronic energy ... -112372.7476 eV

=====

# C22H24N2O3

C22H24N2O3 in the gas phase (ωB97M-V/def2-TZVPD, the Open Molecules 2025 dataset).

```
51
Properties=species:S:1:pos:R:3:forces:R:3
N -2.55276 4.15814 0.19542 -0.18 -0.10 -0.26
H -3.53026 5.93029 0.09009 -0.05 0.11 0.01
H 3.02228 -2.61323 -0.04194 0.11 0.02 -0.01
C -2.78030 5.36639 0.63020 -0.13 0.03 -0.14
H -1.16340 -0.69813 0.54066 0.21 0.10 -0.01
C -2.23668 -2.61402 -2.30265 -0.13 -0.18 -0.13
H -2.91391 -3.16563 -1.65260 0.03 0.01 -0.09
H -1.56785 -3.31916 -2.80744 -0.02 0.04 0.00
C 1.35576 0.84987 -2.91504 0.13 0.05 -0.13
H 1.52179 1.47488 -0.87467 0.03 0.11 0.08
H 1.72781 -2.82605 3.38092 -0.03 0.13 -0.02
H -0.76476 -1.51195 -4.04981 -0.07 -0.07 -0.03
H -2.35144 6.94252 2.03645 -0.01 0.07 0.03
H 2.11280 1.53238 -3.27012 0.06 0.06 -0.04
C -0.25265 -0.10811 0.38348 -0.28 -0.12 -0.09
H 1.75508 -0.55438 0.80120 0.00 -0.16 0.08
C 0.05591 -0.05394 -1.09716 -0.05 -0.24 -0.08
C 2.23330 -3.83561 1.55660 0.20 0.15 -0.06
H 2.72599 -1.85726 2.28001 0.03 0.01 0.02
C -1.62661 3.41117 0.83369 0.30 0.10 0.38
C 2.54862 -3.59115 0.07664 -0.12 -0.21 0.03
H 0.60324 3.36661 3.40807 0.07 0.01 0.09
C 0.24058 1.76283 2.04866 -0.03 0.28 0.16
C -0.60135 -0.91099 -1.99164 0.24 0.19 -0.01
H 0.52105 -3.03010 -0.44281 -0.16 0.04 -0.06
H 0.94651 0.02829 -4.84697 0.01 0.00 -0.08
H -0.63595 5.59310 3.23858 0.03 0.04 0.06
C -0.89294 3.88124 1.95205 -0.22 -0.19 -0.36
C 1.89101 -2.55890 2.33511 -0.20 -0.30 -0.01
H 3.26957 -4.33927 -0.26220 0.06 0.09 -0.01
C 0.61229 -1.91139 1.82857 0.52 0.04 0.38
H -2.81829 -2.06214 -3.04801 0.04 -0.02 0.02
H 1.55527 -3.37312 -1.83041 -0.07 0.02 -0.11
C 1.02617 0.81176 -1.57063 -0.15 -0.17 -0.03
C 0.04541 3.02160 2.55010 0.15 -0.08 0.09
C 0.70260 0.00867 -3.79493 0.09 0.11 0.01
O -2.13107 1.69157 -0.72532 0.00 -0.08 0.08
O -0.49196 -2.32802 2.10399 -0.31 -0.24 0.05
C -1.17096 5.19335 2.38827 -0.18 0.12 -0.14
H 3.09819 -4.29571 2.04060 -0.08 -0.03 0.04
C -0.26991 -0.86632 -3.34151 -0.26 -0.24 0.06
C 1.31286 -3.67360 -0.81239 0.19 0.07 0.02
H -2.71573 2.43596 -0.95497 0.03 0.02 0.03
C -0.46961 1.28250 0.93749 -0.40 0.05 -0.32
H 0.95276 1.10419 2.52301 0.04 -0.04 0.03
H 1.39634 -4.53063 1.63793 0.00 -0.08 0.07
C -2.11327 5.93599 1.72906 0.25 -0.07 0.24
H 0.93508 -4.69382 -0.83446 -0.08 -0.10 -0.01
O -1.52739 -1.74667 -1.45501 0.19 0.29 0.18
N 0.81680 -0.81523 1.06074 0.00 0.40 -0.28
C -1.40602 2.10125 0.33513 0.21 -0.03 0.26
```
Positions in Å, forces in eV/Å.

Calculated values
SMILES ... CCCCC(=O)N[C@H](c1ccccc1OC)c1ccc2cccnc2c1O
Lowest unoccupied orbital energy ... 0.2 eV
Energy above the lowest of the compared OMol25 structures with the same formula, charge and spin ... 161.6 kJ/mol
HOMO level ... -8.10 eV
Electronic energy ... -32327.2064 eV